[1]
{
  "formula": "C5H6F2N2OP",
  "method": "the ωB97M-V functional and the def2-TZVPD basis",
  "de_lowest_kj_mol": 325.4,
  "total_charge": 1,
  "largest_force_ha_per_bohr": 0.0715,
  "spin_multiplicity": 1,
  "homo_energy_ha": [-0.458, -0.458],
  "total_energy_ha": -919.55273,
  "orbital_gap_ev": [7.09, 7.09],
  "lumo_ev": [-5.388, -5.387],
  "species": ["C", "C", "C", "C", "C", "N", "N", "O", "F", "F", "P", "H", "H", "H", "H", "H", "H"],
  "xyz": [[-1.323493, -1.093765, -0.090294], [0.170326, -0.791128, 0.021645], [-2.274889, -0.120255, -0.094574], [-2.221833, 1.318834, -0.061753], [0.677920, 0.449290, 0.134046], [-1.152985, 2.008015, -0.172026], [-1.598696, -2.388225, 0.002518], [0.919410, -1.865471, 0.075308], [-3.597417, -0.573199, 0.013430], [-3.381785, 1.891909, 0.184562], [2.017848, 1.443049, 0.007369], [-1.263214, 2.978464, -0.083674], [-0.941588, -3.230917, 0.022398], [-2.503423, -2.748678, 0.201893], [1.840082, -1.775847, 0.471070], [2.118649, 2.167502, 1.147837], [2.357583, 1.826867, -1.335646]],
  "forces_ev_per_a": [[1.71, 0.87, 0.48], [-1.59, 1.63, -0.22], [-2.06, -0.82, 0.19], [1.39, 0.81, 0.30], [1.05, 0.98, -0.53], [-0.22, -3.30, -0.23], [0.82, -3.58, 0.08], [1.57, -0.98, 0.82], [1.84, 0.21, -0.25], [-0.26, -0.04, -0.18], [-0.85, -2.51, -1.00], [-0.23, 1.69, 0.25], [-0.60, 2.60, -0.17], [-1.01, 0.56, -0.09], [-1.57, 0.31, -0.82], [0.29, 1.19, 0.31], [-0.27, 0.39, 1.07]]
}


[2]
{
  "formula": "C5H6F2O2",
  "method": "the ωB97M-V functional and the def2-TZVPD basis",
  "de_lowest_kj_mol": 146.3,
  "total_charge": 0,
  "largest_force_ha_per_bohr": 0.0898,
  "spin_multiplicity": 1,
  "smiles": "CC1(C)OC(=O)C1(F)F",
  "homo_energy_ha": -0.378,
  "total_energy_ha": -544.26961,
  "orbital_gap_ev": 10.99,
  "lumo_ev": 0.693,
  "species": ["C", "C", "C", "C", "C", "O", "O", "F", "F", "H", "H", "H", "H", "H", "H"],
  "xyz": [[1.146484, 0.872507, -1.330816], [0.204531, 1.485108, -0.331215], [0.014531, -0.314102, 0.071398], [0.590138, -0.864749, 1.331923], [-1.380549, -0.766993, -0.268528], [1.976691, 1.391698, -1.983547], [0.820350, -0.424581, -1.140487], [0.476417, 2.440644, 0.542898], [-0.982303, 1.873974, -0.905785], [0.382605, -0.433311, 2.291899], [1.643356, -1.032811, 1.221365], [0.103511, -1.859461, 1.552020], [-2.105811, -0.184213, 0.377105], [-1.274142, -1.849325, -0.083237], [-1.615808, -0.334385, -1.344993]],
  "forces_ev_per_a": [[0.33, 0.67, 0.72], [-3.02, -2.92, 1.63], [-0.82, 4.45, -0.91], [-0.42, -2.17, 0.06], [-0.22, 2.08, -0.94], [0.62, -0.30, -0.94], [1.00, -0.47, 0.05], [0.94, -0.30, -0.11], [0.64, -0.13, -0.15], [-0.09, 1.38, 0.05], [0.61, -0.02, 0.11], [0.66, 0.48, -0.70], [0.65, -1.27, -0.31], [-1.24, 0.29, -0.63], [0.36, -1.76, 2.07]]
}


[3]
{
  "formula": "C5H6F5N2O7S3",
  "method": "the ωB97M-V functional and the def2-TZVPD basis",
  "total_charge": -1,
  "largest_force_ha_per_bohr": 0.0626,
  "spin_multiplicity": 1,
  "homo_energy_ha": -0.257,
  "total_energy_ha": -2524.29536,
  "orbital_gap_ev": 9.63,
  "lumo_ev": 2.651,
  "species": ["O", "C", "N", "C", "C", "C", "S", "O", "O", "C", "F", "F", "F", "H", "H", "H", "H", "H", "H", "N", "S", "O", "O", "F", "S", "O", "O", "F"],
  "xyz": [[-1.146477, 1.419920, 4.361434], [-0.881095, 1.306888, 3.212852], [-1.727762, 1.715622, 2.175223], [-1.098130, 1.373208, 0.892497], [0.409174, 1.340462, 1.166041], [0.445163, 0.735786, 2.603852], [0.495793, -1.073106, 2.793782], [1.877948, -1.458119, 2.853772], [-0.174955, -1.423724, 4.009324], [-0.280683, -1.944683, 1.363482], [0.257422, -1.611150, 0.228866], [-0.052726, -3.243596, 1.532243], [-1.599011, -1.817906, 1.338045], [-2.707177, 1.498126, 2.291893], [-1.323424, 1.986826, 0.005643], [-1.554984, 0.407571, 0.594420], [0.703827, 2.400324, 1.208520], [1.042401, 0.755799, 0.489912], [1.361562, 1.045601, 3.125697], [0.458173, 0.243416, -4.676394], [1.526795, -0.922081, -4.764134], [1.016228, -2.255668, -4.696624], [2.790551, -0.678672, -4.141513], [1.889804, -0.788090, -6.312369], [-0.202615, 0.361799, -3.258941], [-1.381087, 1.174218, -3.258759], [0.669431, 0.539767, -2.133237], [-0.814146, -1.088538, -3.005527]],
  "forces_ev_per_a": [[-0.08, -0.05, 1.57], [-0.14, 0.12, -1.23], [1.60, -0.18, -0.30], [-0.97, -1.25, -1.55], [-0.52, -0.73, 0.86], [-0.59, 1.15, -0.82], [1.77, 0.31, 2.67], [0.25, 0.16, -1.58], [-1.52, 0.05, -0.57], [-0.24, -1.35, -0.03], [0.21, 0.85, -0.75], [0.36, -0.32, 0.57], [-0.40, 0.72, 0.03], [0.08, 0.26, 0.13], [-0.05, 0.44, 0.78], [0.81, 0.14, -0.08], [0.39, -0.49, 0.11], [-0.45, 0.48, -0.26], [-0.47, -0.34, 0.24], [-0.14, -0.21, 0.55], [1.75, -1.21, -1.19], [-0.41, 0.30, 0.27], [-0.36, 0.38, 0.30], [-0.42, 0.47, 0.07], [-1.25, 0.22, 1.22], [0.33, 0.29, -0.67], [0.35, -0.09, -0.31], [0.10, -0.11, -0.03]]
}


[4]
{
  "formula": "C5H6FNO",
  "method": "the ωB97M-V functional and the def2-TZVPD basis",
  "de_lowest_kj_mol": 375.3,
  "total_charge": 0,
  "largest_force_ha_per_bohr": 0.1716,
  "spin_multiplicity": 1,
  "smiles": "C=C(F)/C(C=O)=C/N",
  "homo_energy_ha": -0.304,
  "total_energy_ha": -423.87650,
  "orbital_gap_ev": 8.48,
  "lumo_ev": 0.215,
  "species": ["C", "C", "C", "C", "C", "H", "H", "H", "H", "H", "H", "N", "O", "F"],
  "xyz": [[0.733902, 0.694886, 1.113260], [-0.052005, 0.205930, 0.060387], [-1.453671, -0.423821, 0.240966], [0.509437, -0.036789, -1.322727], [0.102023, -0.661315, -2.480471], [-0.712867, 0.588413, 2.462650], [0.867497, 0.884478, 3.334805], [1.846465, 0.831945, 0.899804], [-1.632695, -1.364408, -0.427585], [0.886254, -0.750300, -3.162166], [-0.952262, -0.825675, -2.858297], [0.239038, 1.037810, 2.246719], [-2.250141, -0.224593, 1.141648], [1.869027, 0.043438, -1.248993]],
  "forces_ev_per_a": [[1.77, -1.21, -4.90], [-1.32, -0.72, -1.02], [1.39, -0.98, 0.20], [-0.27, -2.25, 0.20], [-2.10, 1.92, 2.17], [1.39, 1.23, -0.73], [-2.04, 0.77, -4.85], [-1.68, -0.03, 0.45], [0.27, 1.65, 0.43], [1.01, -0.45, -1.13], [1.45, 0.29, 0.95], [-1.02, -1.22, 8.68], [0.71, 0.42, -0.30], [0.42, 0.59, -0.14]]
}


[5]
{
  "formula": "C5H6FNOS",
  "method": "the ωB97M-V functional and the def2-TZVPD basis",
  "de_lowest_kj_mol": 38.3,
  "total_charge": 0,
  "largest_force_ha_per_bohr": 0.1092,
  "spin_multiplicity": 1,
  "smiles": "C[C@](O)(F)c1nccs1",
  "homo_energy_ha": -0.347,
  "total_energy_ha": -822.13756,
  "orbital_gap_ev": 10.09,
  "lumo_ev": 0.639,
  "species": ["C", "C", "C", "C", "C", "N", "O", "F", "S", "H", "H", "H", "H", "H", "H"],
  "xyz": [[1.826684, 0.333643, -1.674914], [2.752255, 0.255212, -0.661568], [0.380109, 0.173794, 0.028664], [-1.992112, -0.980354, 0.163727], [-0.892468, 0.236013, 0.744294], [0.525799, 0.357606, -1.271168], [-0.710880, 0.113620, 2.083015], [-1.585610, 1.396122, 0.367504], [1.890629, 0.129180, 0.846548], [2.010110, 0.567415, -2.649833], [3.872930, 0.496058, -0.675043], [-1.822694, -1.839214, 0.933673], [-3.047851, -0.641109, 0.242757], [-1.837259, -1.315973, -0.900937], [-1.369641, 0.717986, 2.423281]],
  "forces_ev_per_a": [[-0.31, 0.36, 3.24], [0.69, 0.66, 0.45], [2.19, 0.85, -1.87], [1.56, -0.20, 1.69], [-3.67, -2.89, -3.11], [-0.87, -0.96, 0.74], [-0.06, 0.73, 0.19], [0.75, 0.16, 0.91], [0.59, -0.15, -0.33], [0.68, 0.27, -2.51], [-1.97, -0.82, -0.05], [-0.37, 1.26, -1.65], [0.83, 0.11, 0.20], [0.28, 0.50, 1.25], [-0.33, 0.14, 0.86]]
}


[6]
{
  "formula": "C5H6FNS",
  "method": "the ωB97M-V functional and the def2-TZVPD basis",
  "de_lowest_kj_mol": 417.3,
  "total_charge": 0,
  "largest_force_ha_per_bohr": 0.2187,
  "spin_multiplicity": 1,
  "smiles": "C=CN(C=S)/C=C/F",
  "homo_energy_ha": -0.325,
  "total_energy_ha": -746.74257,
  "orbital_gap_ev": 8.67,
  "lumo_ev": -0.170,
  "species": ["C", "C", "C", "C", "C", "H", "H", "H", "H", "H", "H", "N", "F", "S"],
  "xyz": [[1.525309, 0.825550, -0.973559], [0.368306, 0.967895, -0.215563], [-1.256663, 0.916204, 1.432048], [-2.481953, 0.709532, 1.435505], [-0.457521, -1.230266, 0.522726], [2.151721, -0.260217, -1.245739], [0.071194, 1.971032, 0.047347], [-0.755688, 1.471547, 2.307168], [-3.079568, 0.914455, 2.562733], [-3.213889, 0.254877, 0.561849], [-0.972593, -1.680644, 1.456476], [-0.664333, 0.135339, 0.394948], [2.349526, 1.995143, -1.184245], [0.194909, -2.169263, -0.687700]],
  "forces_ev_per_a": [[0.96, -1.91, 1.15], [1.74, 0.15, -1.79], [4.34, -0.45, 1.09], [-10.83, -0.83, 2.92], [-1.33, -0.79, -0.23], [-2.25, 3.73, 0.63], [0.51, 0.44, -0.41], [-0.09, -1.20, -1.81], [1.41, -0.09, -3.73], [2.45, 0.99, 2.46], [0.91, 0.80, -1.56], [4.59, 0.72, -0.66], [-2.06, -2.37, 0.42], [-0.35, 0.80, 1.51]]
}